1.
Below is a molecular structure, C24H41F6InN3O3PS2Si in a non-equilibrium geometry, with properties calculated with ωB97M-V/def2-TZVPD.

```
82
C24H41F6InN3O3PS2Si | the OMol25 dataset | ωB97M-V/def2-TZVPD
In -0.14442 0.25142 0.71706
C -0.42725 -2.17139 4.57733
N -1.56487 -1.36354 4.21335
C -2.49591 -0.93177 5.29572
C -1.69518 -1.01346 2.95274
O -0.85186 -1.35134 2.05274
C -2.88041 -0.25506 2.61996
O -2.82656 0.09232 1.19146
C -3.29334 -0.90332 0.28174
C -2.44798 -0.76988 -1.03488
O -1.23359 -0.57838 -0.99608
N -3.08820 -0.88574 -2.20695
C -2.13243 -1.28013 -3.28039
C -4.56379 -1.01020 -2.35503
H 0.53331 -1.64849 4.33980
H -0.46636 -3.17505 4.19961
H -0.36288 -2.22458 5.68438
H -3.43572 -0.61485 4.92508
H -2.11796 -0.02583 5.78876
H -2.62915 -1.75366 5.99533
H -2.86081 0.78927 3.14825
H -3.93857 -0.73148 2.84565
H -4.39970 -0.74498 0.07265
H -3.17897 -1.86825 0.81102
H -1.25091 -1.67147 -2.79191
H -1.82574 -0.32334 -3.78033
H -2.56705 -1.88676 -4.04931
H -4.90228 -2.04357 -2.18758
H -4.89669 -0.66766 -3.37165
H -5.09897 -0.22849 -1.76710
S 2.37058 -0.73643 1.60662
C 2.31624 -2.21723 0.70514
N 1.59937 -2.54801 -0.34862
C 1.88773 -3.81201 -0.79314
C 1.09511 -4.58108 -1.75126
C 1.42980 -5.86710 -2.00681
C 2.42402 -6.51502 -1.18644
C 2.97625 -5.83335 -0.12419
C 2.81926 -4.45576 0.03771
S 3.41542 -3.48343 1.36748
H 0.23821 -4.07736 -2.32510
H 0.96343 -6.37129 -2.85128
H 2.60485 -7.58799 -1.33081
H 3.47859 -6.38372 0.65392
F -1.00783 1.38099 2.85871
P -0.48171 2.54840 3.92406
F -0.06693 1.36930 5.01150
F 0.14397 3.65437 4.88824
F 0.97163 2.36579 3.14065
F -0.91951 3.69132 2.84571
F -1.92784 2.52023 4.60816
C 2.59884 2.87341 0.55986
Si 1.37785 2.03973 -0.74917
C 2.31925 1.28003 -2.31092
C 2.55338 2.07936 -3.55385
C 1.72224 -0.08120 -2.76732
C 3.77063 0.92335 -1.78560
C 0.25671 3.60295 -1.34882
C -0.55903 3.13933 -2.52661
C -0.73587 3.89267 -0.14027
C 1.16702 4.73987 -1.71683
H 3.46826 3.31998 0.06980
H 2.94318 2.10833 1.19535
H 2.13524 3.61228 1.22541
H 1.66876 2.36424 -4.10820
H 3.04894 1.47909 -4.29217
H 3.13944 3.00756 -3.43711
H 0.77640 0.25844 -3.23351
H 1.41822 -0.75927 -1.96598
H 2.41942 -0.56246 -3.47818
H 4.32208 1.81834 -1.45406
H 4.31576 0.37509 -2.64200
H 3.64469 0.25626 -0.93004
H -1.07102 2.15881 -2.37176
H 0.05988 3.08824 -3.41685
H -1.32436 3.89383 -2.66605
H -1.21323 2.95893 0.26303
H -1.53528 4.54673 -0.50436
H -0.22653 4.38668 0.71557
H 0.60014 5.41899 -2.28831
H 2.02087 4.45431 -2.32797
H 1.63176 5.25516 -0.83474
```

net charge	+1
relative energy (zero: lowest compared OMol25 entry of this formula, charge and spin)	101.4	kJ/mol
spin multiplicity	2

2.
Below is a molecular structure, C24H41KN3O8S in a non-equilibrium geometry, with properties calculated with ωB97M-V/def2-TZVPD.

```
78
C24H41KN3O8S | the OMol25 dataset | ωB97M-V/def2-TZVPD
K 0.62642 -0.47464 0.06185
C 2.61358 -1.89051 -2.05739
C 3.63580 -0.81247 -1.78417
O 3.04465 0.36774 -1.23241
C 2.86650 1.46601 -2.10903
C 1.52584 1.48337 -2.80622
O 0.39107 1.46542 -1.93317
C -0.05298 2.72910 -1.42902
C 0.56894 3.12795 -0.11416
O 0.25523 2.15573 0.86931
C 0.84875 2.40527 2.14494
C 2.30068 1.98363 2.20073
O 2.48235 0.60027 1.93365
C 2.39176 -0.25469 3.06842
C 2.59785 -1.66586 2.58702
O 1.43223 -2.07354 1.88530
C 1.53529 -3.32426 1.18576
C 2.40011 -3.24672 -0.05961
O 1.88157 -2.21525 -0.88366
H 3.11060 -2.77624 -2.46718
H 1.87326 -1.55650 -2.78512
H 4.17922 -0.57481 -2.70473
H 4.36780 -1.15639 -1.05129
H 3.64443 1.47971 -2.88094
H 3.00189 2.36715 -1.51172
H 1.41895 0.60028 -3.43751
H 1.48018 2.36199 -3.46039
H -1.13119 2.63445 -1.29839
H 0.12808 3.51617 -2.16745
H 0.15170 4.10162 0.17237
H 1.65067 3.25433 -0.20484
H 0.24585 1.84482 2.86232
H 0.75896 3.46703 2.40052
H 2.71741 2.25267 3.17858
H 2.88948 2.51111 1.44823
H 1.41214 -0.16675 3.55473
H 3.16890 -0.00609 3.79790
H 2.78742 -2.33891 3.42918
H 3.47571 -1.67900 1.93139
H 0.52017 -3.58742 0.89154
H 1.93155 -4.10004 1.84689
H 2.34015 -4.21258 -0.57151
H 3.45218 -3.05413 0.17908
C -2.58992 2.76832 5.85575
C -2.54958 2.18093 4.46877
C -2.93965 2.93189 3.36081
C -2.93835 2.38142 2.08709
C -2.55062 1.06155 1.92252
C -2.13776 0.29321 3.00062
C -2.14393 0.86283 4.26788
S -2.55072 0.32845 0.29638
C -4.18882 -0.34609 0.37629
O -1.61001 -0.85111 0.33083
H -2.54425 3.85677 5.83146
H -1.76172 2.40670 6.46569
H -3.51403 2.49023 6.36684
H -3.24451 3.96331 3.49841
H -3.22568 2.98705 1.23349
H -1.80660 -0.72780 2.84436
H -1.82594 0.27179 5.12025
H -4.24257 -0.99173 1.25277
H -4.34744 -0.91636 -0.53989
H -4.90859 0.47060 0.44515
C -2.49184 -2.19811 -5.63963
N -1.91403 -2.34000 -4.32009
C -1.72521 -3.58712 -3.59379
C -0.93726 -3.10815 -2.37354
O -0.61082 -3.83978 -1.46812
N -0.67743 -1.74437 -2.49741
C -1.25920 -1.38937 -3.62911
N -1.18805 -0.11129 -4.06808
H -3.11183 -3.06773 -5.84269
H -1.73216 -2.12981 -6.42035
H -3.14489 -1.32561 -5.69532
H -1.14314 -4.31554 -4.16112
H -2.66981 -4.04162 -3.29566
H -0.89124 0.55656 -3.36740
H -1.80356 0.21093 -4.79294
```

net charge	+1
relative energy (zero: lowest compared OMol25 entry of this formula, charge and spin)	40.6	kJ/mol
spin multiplicity	1

3.
Below is a molecular structure, C24H41NP2Pr in a non-equilibrium geometry, with properties calculated with ωB97M-V/def2-TZVPD.

```
69
C24H41NP2Pr | the OMol25 dataset | ωB97M-V/def2-TZVPD
Pr 0.81452 2.09810 1.34429
C 2.90566 2.29244 -1.19272
C 1.64455 2.93305 -1.30380
C 2.69119 3.72837 0.57593
C 3.54620 2.76648 -0.03699
C 1.55372 3.91463 -0.27438
C 3.47237 1.35716 -2.19193
H 2.73910 0.56110 -2.39613
H 4.39655 0.89123 -1.82299
H 3.70392 1.85805 -3.15108
C 4.87334 2.34586 0.47806
H 5.47728 1.91072 -0.33362
H 4.77487 1.60925 1.29009
H 5.43433 3.21282 0.86757
C 2.85910 4.30198 1.92799
H 3.94086 4.34607 2.10977
H 2.40779 3.67003 2.74389
H 2.43877 5.32015 1.96091
C 0.37183 4.75647 0.07134
H 0.71161 5.80116 0.19808
H -0.14699 4.47945 1.03330
H -0.36900 4.74947 -0.74594
C 0.63982 2.74297 -2.37849
H 0.26093 3.71133 -2.74581
H -0.22352 2.16724 -2.00608
H 1.07705 2.18909 -3.22055
C 1.86352 -2.36441 -0.68433
C 1.80185 -1.83127 -1.91529
C 0.60536 -1.08793 -2.41991
C -0.68342 -1.95962 -2.26395
C -1.60304 -1.58701 -1.08593
C -1.07331 -0.59246 -0.14658
C 0.15077 -0.90533 0.63014
C 0.75119 -2.35229 0.30505
H 0.75538 -0.78466 -3.46837
H -0.40665 -3.02005 -2.17606
H 0.48002 -0.13926 -1.87019
H -0.06577 -3.07264 0.04524
H 2.82545 -2.77313 -0.33833
H 2.66221 -1.81775 -2.60283
H 1.17518 -2.73029 1.25253
H 1.02014 -0.20546 0.56176
H -1.56073 0.41443 -0.02085
H -0.17105 -0.95629 1.68968
H -1.21072 -1.88353 -3.22615
H -2.60673 -1.30088 -1.47595
P -2.16826 -3.06228 0.17403
C -1.84761 -4.80760 0.71643
C -3.54468 -3.40156 -0.97355
P -3.02546 -0.58662 1.83810
C -2.97267 -2.45596 1.68944
C -4.47208 -0.41057 0.67511
C -4.10242 -0.65251 3.33998
H -1.52869 -4.87821 1.76304
H -1.07622 -5.28204 0.10345
H -2.75787 -5.41587 0.62598
H -4.13406 -4.25449 -0.63883
H -3.09719 -3.61770 -1.94733
H -4.19436 -2.53345 -1.08096
H -4.85591 -1.44571 3.24649
H -4.60258 0.31275 3.47398
H -3.48002 -0.85207 4.21839
H -2.47899 -2.85099 2.59837
H -4.01200 -2.83529 1.70262
H -4.99866 0.50551 0.97025
H -5.16411 -1.25939 0.77343
H -4.15632 -0.30067 -0.36812
N 3.38631 0.33393 3.03667
C 2.57836 0.98595 2.47265
```

net charge	+1
relative energy (zero: lowest compared OMol25 entry of this formula, charge and spin)	0.0	kJ/mol
spin multiplicity	3

4.
Below is a molecular structure, C24H42As2N5O2Pd in a non-equilibrium geometry, with properties calculated with ωB97M-V/def2-TZVPD.

```
76
C24H42As2N5O2Pd | the OMol25 dataset | ωB97M-V/def2-TZVPD
Pd -0.52111 -0.82623 -0.09438
C -3.57109 1.39194 0.22236
As -2.31259 0.29461 1.23103
C -2.27349 1.28430 2.91044
C -3.39373 -1.25408 1.76486
C -4.72315 -1.06908 2.13691
C -5.50294 -2.14159 2.53794
C -4.95530 -3.41580 2.57600
C -3.63081 -3.60525 2.21565
C -2.84322 -2.53259 1.80441
As -0.95613 -2.81329 1.33615
C -0.94953 -4.57336 0.48652
C -0.27289 -3.30565 3.09576
H -4.31836 1.83623 0.87576
H -4.05245 0.79246 -0.54717
H -2.99934 2.18616 -0.25653
H -3.28608 1.34361 3.30392
H -1.87877 2.27854 2.71244
H -1.62874 0.78325 3.62988
H -5.15814 -0.07663 2.10653
H -6.53583 -1.98339 2.81868
H -5.55753 -4.25936 2.88637
H -3.20626 -4.60191 2.24751
H -1.62383 -4.58082 -0.36762
H -1.23338 -5.35420 1.18899
H 0.06571 -4.77038 0.14195
H -0.92387 -4.06481 3.52646
H -0.24974 -2.43182 3.74453
H 0.73646 -3.69264 2.98237
C 2.87596 -2.22641 -3.77973
C 3.09217 -1.40888 -2.50210
C 3.85294 -0.12511 -2.82447
C 3.87610 -2.22728 -1.47741
N 1.81096 -0.95760 -1.91405
N 0.98903 -1.97668 -1.35973
H 3.83274 -2.55294 -4.18885
H 2.36702 -1.63040 -4.54059
H 2.28147 -3.12218 -3.58267
H 4.83329 -0.36074 -3.23767
H 3.98360 0.46590 -1.91687
H 3.30956 0.47900 -3.55588
H 4.91481 -2.31265 -1.79518
H 3.48337 -3.24087 -1.37513
H 3.85492 -1.74178 -0.50189
H 1.26500 -0.49468 -2.62967
H 1.50341 -2.41337 -0.59707
H 0.71951 -2.67843 -2.04496
O 2.15350 -2.05972 1.45429
C 2.03801 -0.85820 1.69118
C 2.86894 -0.05851 2.68809
C 2.25120 1.33897 2.63486
C 1.12306 1.19956 1.61571
O 0.29907 2.06072 1.32231
N 1.14275 -0.04939 1.07562
H 3.91077 -0.07489 2.36689
H 2.82311 -0.52699 3.67085
H 2.95518 2.09814 2.29341
H 1.85132 1.67860 3.58987
N -0.85929 0.52151 -1.80957
C -0.49476 1.61131 -1.98679
N -0.08840 2.82904 -2.18033
C 1.17747 3.28330 -1.58281
C 0.92722 4.47934 -0.67110
C 0.04842 5.55547 -1.35587
C -0.29680 5.18284 -2.80009
C -0.95807 3.81414 -2.85172
H 1.87391 3.54047 -2.38358
H 1.59869 2.45559 -1.01452
H 1.89547 4.89349 -0.38818
H 0.44854 4.11797 0.23912
H 0.55213 6.52120 -1.34546
H -0.88302 5.67575 -0.79934
H 0.59975 5.18993 -3.42226
H -0.98794 5.91167 -3.22231
H -1.13665 3.50290 -3.88306
H -1.92329 3.85266 -2.33901
```

net charge	+1
relative energy (zero: lowest compared OMol25 entry of this formula, charge and spin)	76.5	kJ/mol
spin multiplicity	1

5.
Below is 3 unconnected molecules or ions with the total composition C24H42BIN4O8 in a non-equilibrium geometry, with properties calculated with ωB97M-V/def2-TZVPD.

```
80
C24H42BIN4O8 | the OMol25 dataset | ωB97M-V/def2-TZVPD
N 1.03457 0.68239 2.76276
C 0.00360 0.11830 2.64381
C -1.24464 -0.62235 2.39220
C -2.06887 0.31037 1.49756
C -1.35707 0.72192 0.20601
C -0.86061 2.15318 0.21663
I -2.46607 3.56265 0.23664
C -0.79025 -1.89454 1.64865
C -1.78027 -2.56556 0.69075
C -1.05984 -3.06503 -0.57240
C -0.14494 -4.24201 -0.29582
O -0.83833 -5.48076 -0.24138
C -1.92540 -0.83148 3.79151
C -1.88354 0.46198 4.46527
N -1.85706 1.49867 5.01115
C -3.43524 -1.16680 3.74730
C -3.79147 -2.62520 3.44764
C -5.18026 -2.74814 2.83771
C -5.36917 -2.10204 1.47109
C -6.67169 -2.59142 0.77627
N -6.43961 -3.46757 -0.37103
B -1.11388 -1.77581 4.81574
N 0.33857 -1.92074 4.83400
O -1.81922 -2.42947 5.80692
H -2.32436 1.21680 2.03277
H -3.00188 -0.18128 1.28126
H -2.08353 0.67179 -0.59537
H -0.55301 0.05328 -0.06686
H -0.34304 2.31629 -0.71301
H -0.19466 2.34431 1.03698
H 0.05635 -1.60632 1.04658
H -0.39930 -2.65028 2.31679
H -2.23304 -3.44813 1.11733
H -2.56199 -1.91005 0.34429
H -1.79584 -3.39257 -1.29233
H -0.43721 -2.28372 -0.98655
H 0.61996 -4.30617 -1.05111
H 0.38402 -4.10296 0.64373
H -1.28755 -5.51124 0.59923
H -3.97367 -0.48780 3.10553
H -3.78776 -0.96849 4.74782
H -3.84917 -3.12655 4.40294
H -3.03402 -3.15038 2.88010
H -5.51554 -3.77836 2.80597
H -5.85191 -2.23849 3.52040
H -4.55465 -2.32453 0.79701
H -5.42936 -1.02982 1.60190
H -7.24058 -3.12291 1.52373
H -7.22167 -1.73868 0.41744
H -6.25951 -2.89966 -1.18298
H -5.62705 -4.04819 -0.23096
H 0.75255 -1.89386 3.91395
H 0.74388 -1.16966 5.37803
H -1.77209 -3.36520 5.60638
C 3.30301 2.78141 -4.44109
C 2.40167 1.94260 -3.57120
C 2.89122 0.54188 -3.29397
O 1.66162 -0.16036 -3.04926
C 0.68921 0.47702 -3.75234
O -0.40249 0.05187 -3.92260
O 1.14476 1.66151 -4.22267
H 3.59602 2.23786 -5.34010
H 2.79601 3.68803 -4.76334
H 4.20168 3.06501 -3.89559
H 2.17710 2.46925 -2.63876
H 3.55007 0.47234 -2.43203
H 3.37651 0.09125 -4.16259
C 8.17110 5.92942 -2.16022
C 7.49740 5.04699 -3.18039
C 8.22059 4.91381 -4.49879
O 7.14186 4.61780 -5.39941
C 6.02249 5.18865 -4.88941
O 4.99781 5.30201 -5.47033
O 6.24348 5.60849 -3.61799
H 8.45414 6.88632 -2.59970
H 7.49762 6.13868 -1.33046
H 9.06552 5.44444 -1.77083
H 7.28535 4.06335 -2.75101
H 8.96109 4.11841 -4.51240
H 8.68477 5.85024 -4.81574
```

SMILES	N#C[C@@](CCCI)(CCCCO)[C@@](C#N)(CCCCCN)B(N)O.C[C@@H]1COC(=O)O1.C[C@@H]1COC(=O)O1
electronic energy	-56687.92293	eV
spin multiplicity	1

6.
Below is a molecular structure, C24H42Br18HgN2O2 in a non-equilibrium geometry, with properties calculated with ωB97M-V/def2-TZVPD.

```
89
C24H42Br18HgN2O2 | the OMol25 dataset | ωB97M-V/def2-TZVPD
Hg 0.98685 -0.19317 2.16655
C 2.77673 0.14001 -2.24022
C 2.18149 0.70249 -0.91641
C 1.51966 2.05774 -1.20230
C 0.21548 1.93773 -2.02365
C -0.72206 1.10192 -1.18488
C -0.14991 -0.29909 -0.86505
N 1.17305 -0.14577 -0.25994
O 1.71371 -1.32370 0.39385
C -0.16658 -1.08820 -2.17415
C -1.18259 -0.94595 0.06236
C 3.31370 1.07979 0.02655
H 3.81526 0.44943 -2.35487
H 2.24686 0.47884 -3.12696
H 2.73017 -0.94150 -2.08759
H 2.12993 2.69012 -1.85938
H 1.27947 2.65442 -0.32002
H 0.41159 1.42571 -2.96819
H -0.20394 2.91128 -2.29037
H -1.71435 1.08757 -1.64911
H -0.90547 1.62773 -0.23972
H -1.11704 -1.04142 -2.69576
H 0.17207 -2.12550 -2.14271
H 0.52197 -0.64852 -2.90405
H -0.87822 -1.96749 0.29470
H -2.17296 -0.97347 -0.38936
H -1.28286 -0.38113 0.99862
H 3.82939 0.27363 0.55288
H 2.90549 1.56842 0.92743
H 4.01447 1.78519 -0.41151
C -0.61535 -1.14302 6.02724
C -0.87387 -1.03763 4.53019
C -2.33047 -1.40506 4.19877
C -3.30356 -0.25822 4.40937
C -2.79968 0.93078 3.62736
C -1.35152 1.40800 3.98358
N -0.44839 0.25643 3.95041
O 0.93181 0.54073 4.26811
C -1.38249 2.07947 5.36656
C -1.05944 2.41230 2.91559
C -0.12121 -2.22752 3.84992
H -1.44020 -0.62864 6.53698
H 0.32041 -0.76704 6.43135
H -0.73167 -2.15259 6.43372
H -2.60034 -2.26325 4.81984
H -2.47872 -1.77416 3.18065
H -3.48970 0.05197 5.44211
H -4.26658 -0.64222 4.05841
H -3.45803 1.79726 3.71259
H -2.84096 0.64176 2.57034
H -0.40000 2.41895 5.70655
H -1.79907 1.47597 6.17140
H -1.92992 3.02783 5.35218
H -0.04450 2.82315 3.01993
H -1.71290 3.28097 2.97102
H -1.02297 1.98394 1.90865
H -0.64041 -3.14284 4.13727
H 0.94675 -2.29696 4.06723
H -0.20491 -2.26653 2.75240
C 1.60085 2.91928 -5.19757
Br 1.27405 1.03145 -5.70864
Br 0.85536 4.13030 -6.59953
Br 3.51918 3.13496 -4.95029
H 1.08038 3.12460 -4.27343
C -0.24028 -3.82369 -5.31676
Br 0.61646 -5.51049 -5.84972
Br -2.18387 -3.99235 -5.36098
Br 0.36075 -2.29836 -6.43497
H 0.02489 -3.61835 -4.28809
C -3.10827 0.66266 -5.71741
Br -4.87524 0.98206 -6.51962
Br -3.28613 -0.65505 -4.29680
Br -2.33334 2.32292 -5.03215
H -2.39412 0.25624 -6.42030
C 5.27967 -2.51491 0.17105
Br 4.54754 -2.82757 1.97442
Br 6.43296 -3.95303 -0.35199
Br 6.27515 -0.83468 0.12062
H 4.50563 -2.44601 -0.58131
C -1.99843 5.15589 -1.61916
Br -1.72190 7.09518 -1.57868
Br -3.59024 4.71467 -2.63814
Br -2.16476 4.38388 0.16380
H -1.09518 4.82192 -2.10813
C 1.30691 -5.58942 -1.43641
Br 2.58613 -4.33929 -2.30946
Br -0.33719 -5.89627 -2.38906
Br 0.91552 -4.94223 0.37130
H 1.85401 -6.51521 -1.33906
```

relative energy (zero: lowest compared OMol25 entry of this formula, charge and spin)	0.0	kJ/mol
spin multiplicity	1